{
  "formula": "C19H33AsBF4IRhSi3",
  "method": "ωB97M-V/def2-TZVPD",
  "homo_lumo_gap_ev": [8.409, 5.918],
  "e_homo_ev": [-11.231, -11.569],
  "spin_multiplicity": 5,
  "s_squared": 6.02,
  "charge": 1,
  "elements": ["Rh", "I", "C", "C", "C", "C", "C", "C", "C", "C", "C", "C", "H", "H", "H", "H", "H", "H", "F", "B", "F", "F", "F", "C", "Si", "C", "C", "As", "Si", "C", "C", "C", "Si", "C", "C", "C", "H", "H", "H", "H", "H", "H", "H", "H", "H", "H", "H", "H", "H", "H", "H", "H", "H", "H", "H", "H", "H", "H", "H", "H", "H", "H", "H"],
  "positions_angstrom": [[-0.297832, 0.580431, 0.508985], [0.464479, 0.658200, 3.103074], [0.378250, 2.752814, 3.000185], [0.392720, 3.473216, 4.155621], [0.388911, 4.883589, 4.069026], [0.388687, 5.495606, 2.848652], [0.380418, 4.740713, 1.650366], [0.407791, 5.365829, 0.375022], [0.431460, 4.632210, -0.777301], [0.401024, 3.221935, -0.716933], [0.302448, 2.589161, 0.496917], [0.355656, 3.325460, 1.712934], [0.410780, 2.986593, 5.121944], [0.399597, 5.469418, 4.978873], [0.400403, 6.577252, 2.780305], [0.436639, 6.448968, 0.331093], [0.480056, 5.125401, -1.739886], [0.450253, 2.646087, -1.633712], [-0.376550, -1.629570, -1.591905], [0.905340, -1.276420, -1.149512], [1.899130, -1.976803, -1.729618], [0.893413, -1.398419, 0.295518], [1.038486, 0.157725, -1.332377], [-3.428033, 3.230579, 0.596502], [-3.922064, 1.577414, 1.283020], [-5.751487, 1.321057, 1.181877], [-3.404361, 1.373679, 3.051087], [-2.591030, -0.020444, 0.041992], [-3.090914, -2.275210, 0.748911], [-2.770039, -3.487613, -0.594050], [-4.887283, -2.207376, 1.200454], [-1.979266, -2.486530, 2.213657], [-3.191283, 0.285825, -2.302589], [-2.925736, -1.231104, -3.302667], [-2.141469, 1.716829, -2.824409], [-4.992359, 0.711215, -2.249456], [-3.595562, 4.009497, 1.347604], [-4.018863, 3.483647, -0.287806], [-2.371663, 3.253287, 0.321877], [-6.195319, 2.077564, 1.839743], [-6.054594, 0.341251, 1.551836], [-6.161640, 1.463053, 0.184979], [-3.919923, 2.119932, 3.664064], [-2.329554, 1.512325, 3.186065], [-3.674405, 0.384125, 3.430576], [-3.596829, -3.516359, -1.306052], [-2.679267, -4.477756, -0.135041], [-1.843026, -3.271138, -1.127069], [-5.475795, -1.684068, 0.443930], [-5.043037, -1.719081, 2.166014], [-5.273119, -3.230418, 1.270260], [-0.934283, -2.453558, 1.889116], [-2.150244, -3.448825, 2.704854], [-2.150070, -1.692403, 2.945199], [-1.992145, -1.733298, -3.060673], [-2.885544, -0.919260, -4.352510], [-3.757058, -1.929821, -3.188781], [-1.148104, 1.365356, -3.120530], [-2.029846, 2.441143, -2.015206], [-2.595761, 2.226545, -3.679597], [-5.547774, 0.070311, -1.562360], [-5.408924, 0.561551, -3.252077], [-5.153188, 1.754482, -1.967819]],
  "atomic_forces_ev_per_a": [[1.02, 0.00, -0.29], [0.14, -0.04, 0.21], [0.00, -0.25, 0.01], [-0.02, 0.21, 0.00], [0.01, -0.07, 0.06], [0.00, 0.05, -0.04], [-0.03, 0.07, -0.03], [0.01, 0.07, 0.05], [-0.02, -0.05, -0.05], [0.01, 0.11, -0.05], [0.00, -0.37, 0.23], [-0.02, 0.19, -0.06], [0.02, 0.02, -0.02], [0.00, -0.02, -0.03], [0.00, -0.04, 0.00], [-0.01, -0.05, 0.02], [0.00, -0.01, 0.03], [0.02, 0.02, 0.03], [0.24, 0.10, 0.05], [0.07, -0.33, -0.36], [-0.10, 0.19, 0.16], [-0.10, 0.14, 0.19], [-0.11, 0.11, 0.00], [0.03, 0.15, -0.09], [0.24, 0.03, 0.01], [-0.17, -0.13, -0.04], [0.13, -0.04, 0.18], [-1.41, -0.22, -0.33], [0.13, 0.23, 0.19], [0.12, -0.09, -0.26], [-0.21, -0.04, 0.11], [0.16, -0.07, 0.13], [0.14, 0.20, 0.24], [0.06, -0.29, -0.06], [0.17, 0.10, -0.11], [-0.24, 0.12, 0.00], [-0.02, -0.04, -0.06], [0.05, 0.01, 0.03], [0.01, 0.07, 0.02], [0.00, -0.05, -0.04], [-0.03, 0.06, 0.00], [-0.03, 0.02, -0.01], [0.01, -0.05, -0.02], [-0.12, 0.02, 0.03], [0.03, 0.05, 0.02], [0.05, -0.03, -0.01], [-0.04, 0.03, -0.04], [-0.08, -0.09, 0.04], [-0.02, -0.06, 0.02], [-0.03, -0.02, -0.07], [0.01, 0.08, 0.03], [-0.04, -0.02, 0.06], [0.00, 0.05, -0.02], [0.03, -0.04, 0.02], [-0.02, -0.01, -0.09], [-0.03, -0.04, 0.04], [0.06, 0.00, -0.03], [-0.05, 0.06, 0.04], [-0.02, 0.04, -0.07], [0.05, -0.04, 0.02], [-0.03, 0.01, -0.06], [0.02, 0.05, 0.08], [-0.05, -0.06, 0.01]]
}


{
  "formula": "C28H19BrCl56FN2O5Si",
  "method": "ωB97M-V/def2-TZVPD",
  "homo_lumo_gap_ev": 8.425,
  "e_above_lowest_kj_mol": 705.6,
  "e_homo_ev": -12.006,
  "charge": 1,
  "elements": ["C", "C", "C", "N", "C", "Br", "O", "C", "C", "C", "O", "O", "C", "C", "O", "O", "C", "N", "C", "F", "Si", "C", "C", "C", "H", "H", "H", "H", "H", "H", "H", "H", "H", "H", "H", "H", "H", "H", "H", "H", "H", "H", "H", "C", "Cl", "Cl", "Cl", "Cl", "C", "Cl", "Cl", "Cl", "Cl", "C", "Cl", "Cl", "Cl", "Cl", "C", "Cl", "Cl", "Cl", "Cl", "C", "Cl", "Cl", "Cl", "Cl", "C", "Cl", "Cl", "Cl", "Cl", "C", "Cl", "Cl", "Cl", "Cl", "C", "Cl", "Cl", "Cl", "Cl", "C", "Cl", "Cl", "Cl", "Cl", "C", "Cl", "Cl", "Cl", "Cl", "C", "Cl", "Cl", "Cl", "Cl", "C", "Cl", "Cl", "Cl", "Cl", "C", "Cl", "Cl", "Cl", "Cl", "C", "Cl", "Cl", "Cl", "Cl"],
  "positions_angstrom": [[6.125730, 2.195102, 2.268242], [5.250697, 1.203981, 2.145711], [4.360738, 0.010430, 1.481667], [3.813896, 0.409636, 0.126768], [4.683971, 1.202246, -0.815972], [6.587155, 0.713429, -1.067364], [4.316740, 2.588558, -0.571449], [2.841307, 2.734065, -0.461066], [2.448278, 3.119656, -1.982192], [3.208785, 4.527860, -2.328486], [4.355336, 4.479891, -2.877996], [2.665730, 5.828597, -2.003444], [3.633256, 6.614403, -1.238000], [4.405620, 6.024812, 0.086114], [3.920607, 7.835872, -1.531155], [2.391859, 3.571196, 0.637563], [1.180120, 4.266153, 0.311909], [0.280094, 4.838747, -0.309564], [2.525333, 1.188058, 0.052327], [1.916475, 1.414693, 1.375702], [1.123006, 0.201280, -0.842134], [0.677885, -1.275293, 0.347555], [1.599145, -0.465320, -2.577617], [-0.501331, 1.234523, -1.041396], [6.949881, 3.013659, 2.215744], [5.029810, -0.928048, 1.287392], [3.559376, -0.306816, 2.241036], [3.628054, -0.503289, -0.329670], [4.229726, 0.923508, -1.857690], [2.882637, 2.353129, -2.749218], [1.315388, 3.160410, -2.191716], [3.582244, 5.824714, 0.891981], [5.109369, 6.825081, 0.561533], [4.979766, 5.050791, -0.167602], [-0.449619, -1.301716, 0.606073], [0.958463, -2.298387, -0.097791], [1.228115, -1.167369, 1.374643], [1.574745, -1.635234, -2.602008], [0.837357, -0.106847, -3.388839], [2.638929, -0.144761, -2.961683], [-0.619605, 2.048375, -0.215711], [-0.429861, 1.804874, -2.049243], [-1.442973, 0.556654, -0.990585], [-2.308315, -4.195027, 1.912312], [-1.731477, -2.862106, 2.939575], [-1.648585, -4.007556, 0.270742], [-1.767123, -5.744569, 2.593047], [-4.084140, -4.164387, 1.843674], [4.400902, 10.089711, 1.596459], [4.977157, 11.431274, 2.610681], [5.043160, 10.269862, -0.048621], [4.957615, 8.545796, 2.277356], [2.623894, 10.105607, 1.546022], [3.535220, -4.154583, -2.284513], [4.124367, -2.831138, -1.246768], [4.190157, -3.956127, -3.924398], [4.069552, -5.710487, -1.615888], [1.757369, -4.114053, -2.346315], [-3.351936, 3.592043, -2.252089], [-2.970788, 5.323280, -2.123409], [-2.940806, 2.779052, -0.722650], [-5.086337, 3.389226, -2.582907], [-2.408944, 2.874694, -3.579016], [6.700362, -4.304802, -7.491286], [6.159243, -4.911669, -9.071581], [7.303695, -5.659257, -6.510270], [8.001532, -3.116540, -7.725959], [5.334130, -3.529941, -6.654590], [-7.684981, 1.167085, -0.236095], [-8.001753, 0.530049, -1.865561], [-8.894830, 2.406517, 0.160257], [-7.778499, -0.157137, 0.951338], [-6.060368, 1.888803, -0.189389], [-9.998761, -3.479033, -1.506397], [-9.411837, -2.151534, -0.478383], [-9.353780, -3.283185, -3.152306], [-9.453338, -5.033363, -0.837550], [-11.775862, -3.447619, -1.558599], [2.084728, -6.488005, 2.295104], [2.256699, -5.617361, 0.752865], [1.327590, -5.418676, 3.497324], [1.065459, -7.924487, 2.054932], [3.688758, -6.989892, 2.873347], [4.471807, -9.105174, 6.327652], [4.275602, -10.205985, 7.709516], [3.128058, -7.937962, 6.303049], [6.013175, -8.231484, 6.479561], [4.469924, -10.044906, 4.817196], [-1.536856, 10.932235, 1.109537], [-0.558049, 12.006360, 0.085345], [-1.695160, 9.344985, 0.322870], [-0.743151, 10.733991, 2.688481], [-3.150077, 11.642283, 1.341998], [-10.470176, -8.849404, -1.327837], [-9.552087, -10.132099, -2.148390], [-9.611801, -8.359705, 0.151285], [-10.630195, -7.449006, -2.411368], [-12.085704, -9.456849, -0.901510], [4.733705, -7.225840, 10.870359], [4.158007, -5.920275, 11.931403], [4.011912, -7.040033, 9.255901], [6.505297, -7.146067, 10.739790], [4.259880, -8.797495, 11.553587], [-11.703278, 1.448986, 2.842263], [-10.778072, 0.171443, 2.020122], [-10.849546, 1.939047, 4.322998], [-11.869154, 2.852056, 1.762023], [-13.316970, 0.833687, 3.264645], [-2.748083, 3.045451, -7.608819], [-3.715643, 2.259824, -8.876037], [-1.765054, 1.821879, -6.769857], [-1.679230, 4.259603, -8.346202], [-3.830439, 3.838689, -6.442371]],
  "atomic_forces_ev_per_a": [[-4.53, -5.52, -1.43], [4.52, 4.59, -1.02], [2.36, 0.69, 2.81], [-0.07, -0.32, 0.71], [-1.50, 1.42, -2.75], [-1.67, 0.66, 0.80], [0.43, -0.54, 1.02], [1.26, -2.88, -1.15], [-0.63, 0.97, -0.37], [4.23, 0.41, -1.84], [-5.38, -0.06, 2.57], [1.99, -1.85, 1.17], [3.07, 5.69, 0.05], [-1.04, -0.37, -0.08], [-2.57, -6.97, 0.82], [-2.18, 1.83, -2.37], [-1.74, 1.52, -3.84], [5.41, -3.62, 4.40], [-2.76, 2.07, 1.38], [1.71, -1.39, -2.09], [-2.75, -1.39, -0.34], [0.45, -0.47, 1.05], [0.43, -0.63, -1.38], [0.54, 0.97, 0.27], [-2.07, -1.90, 0.52], [-1.02, 1.93, 0.35], [0.84, 0.69, -1.64], [0.06, 0.37, 0.05], [0.95, 0.40, 1.80], [-0.54, 1.38, 1.74], [1.76, 0.19, 0.64], [1.52, 0.14, -1.50], [-1.43, -1.49, -1.61], [-1.08, 1.63, 0.46], [1.86, 0.18, -0.56], [-0.39, 1.52, 0.70], [-0.98, -0.32, -1.75], [0.09, 2.31, 0.12], [1.32, -0.51, 1.57], [-1.47, -0.56, 0.47], [0.36, -1.57, -1.43], [-0.52, -1.02, 1.68], [1.83, 1.07, -0.30], [-0.20, -0.21, 0.12], [-0.06, -0.18, -0.16], [-0.10, -0.07, 0.20], [-0.39, 0.36, -0.27], [0.42, 0.04, -0.01], [-0.05, 0.34, -0.28], [-0.12, -0.32, -0.16], [-0.08, 0.06, 0.45], [-0.02, 0.32, 0.26], [0.34, -0.04, 0.04], [-0.12, -0.63, -0.54], [0.17, 0.08, 0.18], [-0.20, -0.03, 0.73], [0.21, 0.60, -0.65], [0.30, -0.16, 0.07], [-0.25, 0.27, -0.07], [-0.04, -0.42, -0.02], [-0.72, 0.58, -0.21], [0.74, 0.38, -0.51], [-0.12, 0.08, 0.33], [0.23, -0.16, -0.19], [0.09, 0.16, 0.39], [-0.15, 0.29, -0.16], [-0.31, -0.23, 0.08], [0.21, 0.02, -0.39], [-0.07, 0.11, 0.02], [0.16, 0.26, 0.25], [0.37, -0.27, -0.14], [0.48, 0.48, -0.08], [-0.62, -0.54, 0.54], [-0.11, -0.04, 0.14], [-0.30, -0.65, -0.36], [-0.09, -0.02, 0.27], [0.06, 0.71, 0.07], [0.34, -0.03, -0.01], [-0.06, -0.06, 0.22], [-0.38, -0.20, 0.71], [0.43, -0.13, -0.10], [0.24, 0.30, 0.03], [-0.31, 0.15, -0.23], [0.06, -0.12, 0.12], [0.04, 0.20, -0.34], [0.15, -0.23, -0.12], [-0.29, -0.15, -0.07], [-0.02, 0.19, 0.28], [-0.06, 0.10, -0.03], [-0.18, -0.24, 0.21], [0.05, 0.25, 0.14], [-0.13, 0.02, -0.28], [0.34, -0.16, -0.04], [-0.12, -0.02, -0.15], [-0.16, 0.25, 0.18], [-0.12, -0.08, -0.21], [-0.14, -0.68, 0.00], [0.35, 0.13, -0.07], [0.00, 0.02, 0.05], [0.11, -0.25, -0.20], [0.14, 0.05, 0.47], [-0.33, -0.02, 0.00], [0.09, 0.31, -0.15], [-0.06, -0.09, 0.04], [-0.44, 0.26, 0.28], [-0.14, -0.09, -0.30], [-0.05, -0.23, 0.22], [0.32, 0.14, -0.09], [-0.18, 0.20, -0.14], [0.24, 0.14, 0.30], [-0.09, 0.10, -0.12], [-0.20, -0.27, 0.18], [0.15, -0.13, -0.40]]
}


For each record above, in turn, the calculated molar mass values are 737.3; 2575.8 g/mol.